1.
This record from OMol25 describes C25H29Cl2N6O5ReS2 as an isolated structure. The level of theory is ωB97M-V/def2-TZVPD.

Computed properties:
Calculated total energy in eV: -94411.118
2S+1: 4
Expectation value of S²: 3.816
Total charge: +1
Energy relative to the best compared isomer or geometry (same formula, charge and spin) in kcal per mole: 34.0
E_HOMO (spin up / spin down) in eV: -9.1 / -10.1
Molecular weight in g/mol: 814.8
F_max in eV/Å: 0.7

Atoms and positions in Å:
Re 0.1324 0.5752 -0.2641
Cl -0.8848 -0.2406 -5.3427
Cl 0.7441 2.1477 -4.8477
S 0.0076 0.1647 2.0854
S -2.1440 -1.5925 -0.9502
O 0.1600 0.7214 -2.3883
O -2.7170 -0.3631 -1.4544
O -2.8520 -2.1866 0.1642
O 1.0292 -2.4083 -3.6924
O -0.6708 -1.3931 -0.5891
N 0.7086 -3.3639 1.6607
N 0.3145 2.6694 -0.6611
N -2.2390 -0.9903 2.8182
N -0.5981 -3.4892 2.2329
N -2.4864 0.7323 1.2895
N -1.6996 1.4654 0.3833
C 1.3596 3.2197 -1.2801
C 2.8034 1.6584 1.6221
C 3.7052 -1.3795 -4.8901
C 3.5039 1.8811 2.7981
C 2.9435 0.4611 0.9159
C -0.9976 4.5901 -1.2128
C 4.3412 0.8995 3.3083
C 1.2910 4.4683 -1.8800
C 2.6875 -2.2071 -5.4707
C 0.6384 0.3962 -4.6836
C 3.7863 -0.5181 1.4460
C 1.5439 -2.6421 -4.9232
C -2.0581 -2.7726 -2.2468
C 2.1991 0.1698 -0.3522
C 4.4739 -0.3033 2.6312
C 2.7272 -0.8014 -2.6523
C -1.6977 -0.0707 2.0672
C 0.0976 5.1610 -1.8537
C -3.1769 3.4291 0.5432
C 1.3283 -1.3123 -2.8480
C 0.6552 -0.0333 -3.2309
C -1.9651 2.6877 0.1121
C -0.8596 3.3503 -0.6301
C 3.0233 -0.2360 -1.3780
C 3.7228 -0.8006 -3.6546
H 0.8616 -2.3776 1.4666
H -3.0778 -3.0060 -2.5438
H 1.4546 -0.0450 -5.2465
H 2.1394 2.4311 1.2558
H 4.6298 -0.2677 -3.3906
H -3.3061 0.3063 0.8641
H 4.0930 -0.1087 -1.2122
H 0.7665 -3.8712 0.7854
H 4.8814 1.0708 4.2294
H -1.6056 -1.7413 3.1122
H 2.2638 2.6257 -1.2939
H 5.1134 -1.0815 3.0261
H 4.5816 -1.2215 -5.5053
H -3.2248 -1.1967 2.7511
H -1.5040 -2.3316 -3.0721
H 2.1671 4.8747 -2.3638
H 3.3912 2.8231 3.3190
H -2.8980 4.3790 0.9994
H 0.9377 -1.6155 -1.8818
H 0.8934 -3.3145 -5.4658
H -3.8071 3.6418 -0.3231
H 0.0105 6.1297 -2.3256
H -0.5745 -4.2859 2.8580
H 2.8663 -2.5686 -6.4748
H 3.8851 -1.4632 0.9266
H -3.7505 2.8434 1.2560
H -1.3073 -3.6409 1.5148
H -1.5564 -3.6610 -1.8724
H -1.9486 5.1009 -1.1748

2.
This record from OMol25 describes C5H6Si as an isolated structure in a non-equilibrium geometry. The level of theory is ωB97M-V/def2-TZVPD.

Computed properties:
Calculated total energy in eV: -13153.337
Total charge: 0
Energy relative to the best compared isomer or geometry (same formula, charge and spin) in kcal per mole: 94.9
E_HOMO in eV: -8.6
Molecular weight in g/mol: 94.2
F_max in eV/Å: 4.2

Atoms and positions in Å:
Si -0.3249 -0.6776 -0.2471
C -1.9714 -1.1487 0.6305
C 1.6486 1.3083 0.9769
C 1.9923 1.0407 -0.2221
C -2.0789 -0.9729 -0.6819
C 0.5781 0.9434 0.0287
H -0.1692 1.7765 -0.1482
H -2.6988 -1.2820 -1.5089
H -2.6071 -1.7912 1.3502
H 0.9958 -1.5233 -1.1222
H 2.6223 0.9193 -0.9798
H 2.0133 1.4075 1.9238

3.
This record from OMol25 describes C19H15F3INO5SW as an isolated structure in a non-equilibrium geometry. The level of theory is ωB97M-V/def2-TZVPD.

Computed properties:
Calculated total energy in eV: -60571.551
2S+1: 3
Expectation value of S²: 2.010
Total charge: +2
Energy relative to the best compared isomer or geometry (same formula, charge and spin) in kcal per mole: 4.7
E_HOMO (spin up / spin down) in eV: -13.6 / -13.6
Molecular weight in g/mol: 737.1
F_max in eV/Å: 2.3

Atoms and positions in Å:
W -0.5924 -0.7850 -0.6456
I 5.5597 4.2838 1.1995
S -1.7964 1.8587 -0.9041
F -1.9960 3.4254 -3.0866
F -0.8271 4.2201 -1.4869
F -0.0717 2.5631 -2.6433
O -0.5349 1.3804 -0.1911
O -2.8214 2.4017 -0.0883
O 2.3276 -2.1128 1.2861
O 0.6798 -0.7680 0.7345
O -2.1231 0.5712 -1.6947
N -1.9619 -0.8465 0.9619
C 4.4010 2.5312 1.1541
C 4.7909 1.4229 1.9037
C -1.6772 -0.5867 2.2515
C -1.2582 -1.6699 -2.8177
C 4.0080 0.2694 1.8482
C -1.2395 -2.7442 -1.9340
C -3.2292 -1.1904 0.6721
C 2.8269 0.2288 1.0772
C -4.2116 -1.2408 1.6060
C 2.5332 1.3189 0.2565
C 1.0494 -1.1265 -2.3125
C 2.0355 -0.9987 1.0513
C -2.6234 -0.6137 3.2339
C -3.9362 -0.9179 2.9101
C 1.0855 -2.2893 -1.5485
C 3.3123 2.4504 0.2698
C -0.0456 -3.0341 -1.2874
C -1.1703 3.1260 -2.1301
C -0.1677 -0.7876 -2.9024
H -5.1890 -1.5494 1.3182
H 4.3104 -0.6234 2.3898
H -4.7415 -0.8902 3.6621
H 5.7059 1.4587 2.4950
H 3.1174 3.2510 -0.4199
H -0.2573 0.1877 -3.3781
H -0.0132 -3.8037 -0.5244
H -2.3417 -0.3325 4.2458
H 1.9565 -2.5650 -0.9429
H -2.1941 -1.4038 -3.2733
H 1.8459 -0.3880 -2.2747
H 1.6949 1.3234 -0.4133
H -2.1150 -3.3614 -1.7338
H -0.6563 -0.2822 2.4745
H -3.4491 -1.3612 -0.3683

4.
This record from OMol25 describes a 2-piece molecular cluster, C6H16 overall in a non-equilibrium geometry. The level of theory is ωB97M-V/def2-TZVPD.

Computed properties:
Calculated total energy in eV: -6479.117
Total charge: 0
Energy relative to the best compared isomer or geometry (same formula, charge and spin) in kcal per mole: 58.6
E_HOMO in eV: -10.4
SMILES string: CCC.CCC
Molecular weight in g/mol: 88.2
F_max in eV/Å: 6.0

Atoms and positions in Å:
C -1.9564 -2.7532 0.0135
C 0.7571 1.7526 -0.2084
C 0.6386 -2.3038 0.4050
C -0.2384 2.6353 -0.9859
C 1.4289 2.6166 0.9924
C -0.6629 -1.9838 -0.2404
H 0.5766 -2.2539 1.4697
H 1.6208 1.7648 1.6762
H 0.1780 3.5335 -1.2485
H -0.9540 -0.9328 -0.0451
H 0.9001 -3.3067 0.2071
H 0.2595 0.9663 0.2597
H -2.7122 -2.8109 -0.7516
H -2.4327 -2.5403 0.9236
H -1.5835 -3.7633 0.0271
H 2.1120 3.2275 0.3356
H -0.2417 -1.7007 -1.3944
H -0.5197 2.0655 -1.9071
H 1.5692 1.2357 -0.7850
H 0.7377 3.1980 1.4939
H 1.4818 -1.6763 0.1709
H -0.9589 3.0296 -0.4083

5.
This record from OMol25 describes a single H4N2O2S molecule in a non-equilibrium geometry. The level of theory is ωB97M-V/def2-TZVPD.

Computed properties:
Calculated total energy in eV: -17971.871
Total charge: 0
Energy relative to the best compared isomer or geometry (same formula, charge and spin) in kcal per mole: 75.5
E_HOMO in eV: -9.9
SMILES string: N#S(N)(O)O
Molecular weight in g/mol: 96.1
F_max in eV/Å: 2.5

Atoms and positions in Å:
S -0.4008 -0.3252 0.1286
O -0.2345 1.0540 0.9521
O -1.1396 0.4425 -1.1536
N -0.9702 -1.3310 0.9574
N 1.2572 -0.3142 -0.4513
H -1.2845 -0.1743 -1.8511
H -0.8823 1.1885 1.6224
H 1.8644 -1.0959 -0.0385
H 1.7904 0.5556 -0.1661

6.
This record from OMol25 describes a 2-piece molecular cluster, C3H3NO2S overall in a non-equilibrium geometry. The level of theory is ωB97M-V/def2-TZVPD.

Computed properties:
Calculated total energy in eV: -19576.748
Total charge: 0
Energy relative to the best compared isomer or geometry (same formula, charge and spin) in kcal per mole: 92.9
E_HOMO (spin up / spin down) in eV: -9.2 / -9.1
SMILES string: CC(=O)C#N.O=S
Molecular weight in g/mol: 117.1
F_max in eV/Å: 2.6

Atoms and positions in Å:
S -2.8260 2.2432 -0.1367
O -2.0606 2.5592 1.0609
O -1.2694 -0.4570 -0.6712
N 1.6760 -1.9702 -1.9903
C 0.8039 -0.1800 0.7136
C -0.0871 -0.6950 -0.4864
C 0.8655 -1.4179 -1.3884
H 0.3720 0.8430 0.8960
H 0.6576 -0.8206 1.5866
H 1.8681 -0.1047 0.4159